(1)
A structure of composition C4H5NO3 at a distorted geometry. Source: the OMol25 dataset; level of theory: wB97M-V/def2-TZVPD.

Each line ends with the Löwdin charge.
Element x y z (Å)
C: 0.81429 -1.60478 -1.69375  -0.0673
C: 0.00574 -0.60161 -0.79060  -0.2083
C: 0.56749 0.84466 0.82396  -0.6060
C: -1.04050 -0.21483 -0.06203  -0.2288
H: 0.04185 -1.83736 -2.48979  0.0333
H: 2.08925 -1.23906 -2.24317  0.2004
H: 0.93312 -2.68963 -0.62102  0.1982
H: 0.80798 1.92945 2.13333  0.0752
H: -2.36110 -1.55751 -0.88668  0.1629
N: -0.62996 0.73167 1.00057  0.2131
O: 1.16359 0.29431 -0.27045  0.0391
O: 1.34901 1.59869 1.50168  0.2132
O: -2.41054 -0.67652 -0.30151  -0.0252

Values from the calculation:
**Relative energy (zero: lowest compared OMol25 entry of this formula, charge and spin)**: 569.6 kJ/mol
**E**: -11856.097 eV
**Orbital gap**: 9.0 eV
**Multiplicity**: 1
**HOMO energy**: -8.802 eV

---

(2)
The molecule C4H5NO3 at a distorted geometry. Source: the OMol25 dataset; level of theory: wB97M-V/def2-TZVPD.

Each line ends with the Löwdin charge.
Element x y z (Å)
O: -2.53910 -0.61299 -0.70878  0.0650
C: -2.00124 0.41570 -0.32390  -0.1582
C: -0.59516 0.17048 0.36978  -0.2616
C: 0.51014 1.23357 0.23789  0.0211
N: 1.57185 0.98469 -0.74837  0.1104
O: 2.02360 -0.31410 -0.72605  -0.0860
C: 1.29327 -1.20144 0.04164  -0.2063
O: -0.15484 -1.14095 -0.18858  -0.0734
H: -2.25425 1.54816 -0.61820  0.1600
H: -0.96881 0.05183 1.39103  0.1386
H: 0.06199 2.14064 0.20683  0.0488
H: 1.64730 -2.17876 -0.01549  0.1227
H: 1.40525 -1.09683 1.08218  0.1189

Values from the calculation:
**Relative energy (zero: lowest compared OMol25 entry of this formula, charge and spin)**: 578.4 kJ/mol
**E**: -11856.006 eV
**Orbital gap**: 9.2 eV
**Multiplicity**: 1
**HOMO energy**: -9.550 eV

---

(3)
The molecule C4H5NO3 at a distorted geometry. Source: the OMol25 dataset; level of theory: wB97M-V/def2-TZVPD.

Each line ends with the Löwdin charge.
Element x y z (Å)
N: -3.40850 0.49929 -0.09158  0.1857
C: -2.32395 0.33584 0.15574  -0.1139
C: -0.86459 0.39619 0.32145  -0.3789
O: -0.29928 0.26500 -0.93849  -0.0251
C: 1.08619 0.50143 -0.90800  -0.2527
O: 1.68014 -0.31571 -0.03222  -0.0206
C: 0.75565 -1.15965 0.61568  -0.1793
O: -0.27272 -0.44947 1.27339  -0.0048
H: -0.72983 1.45017 0.82517  0.1970
H: 1.29231 1.57712 -0.53159  0.1617
H: 1.45753 0.52430 -1.91759  0.1365
H: 1.29343 -1.74197 1.34144  0.1414
H: 0.33361 -1.88256 -0.11339  0.1531

Values from the calculation:
**Relative energy (zero: lowest compared OMol25 entry of this formula, charge and spin)**: 267.2 kJ/mol
**E**: -11859.231 eV
**Orbital gap**: 11.3 eV
**Multiplicity**: 1
**HOMO energy**: -10.579 eV

---

(4)
The molecule C4H5NO3 at a distorted geometry. Source: the OMol25 dataset; level of theory: wB97M-V/def2-TZVPD.

Each line ends with the Löwdin charge.
Element x y z (Å)
O: -2.61536 -0.56314 -0.35516  0.0269
C: -1.93230 -0.10064 0.56174  -0.1418
C: -0.41278 0.23402 0.41018  -0.3341
N: -0.06631 0.55775 -0.88589  0.0202
C: 0.47446 -0.76881 -0.20970  -0.0024
C: 1.96082 -0.33976 -0.05449  -0.4744
O: 2.82660 -1.17175 0.08818  0.1091
O: 2.09007 1.00219 0.03875  0.0362
H: -2.49857 -0.00634 1.57247  0.1453
H: 0.00778 0.83650 1.17227  0.1289
H: -0.81602 0.25259 -1.56494  0.1368
H: -0.20628 -1.52375 -0.67069  0.1645
H: 1.18789 1.59113 -0.10270  0.1848

Values from the calculation:
**Relative energy (zero: lowest compared OMol25 entry of this formula, charge and spin)**: 320.6 kJ/mol
**E**: -11858.678 eV
**Orbital gap**: 10.5 eV
**Multiplicity**: 1
**HOMO energy**: -10.499 eV

---

(5)
A cluster of 2 separate species, C4H5NO3 in total at a distorted geometry. Source: the OMol25 dataset; level of theory: wB97M-V/def2-TZVPD.

Each line ends with the Löwdin charge.
Element x y z (Å)
C: 0.65718 -1.35836 -0.84469  -0.1191
C: -0.25679 -0.57442 -0.18234  -0.4585
C: 2.47498 1.92750 0.40848  0.0062
C: -1.10485 0.21823 -0.93318  -0.1106
N: -2.03072 1.10170 -0.47488  0.1004
O: -0.39650 -0.62880 1.18393  -0.0334
O: 3.33710 1.66434 1.10111  0.0149
O: 1.35516 -2.18153 -0.06605  -0.0371
H: -0.72078 0.22575 -1.97952  0.1320
H: 0.57988 -0.93336 1.46357  0.1393
H: -2.24318 1.14243 0.52622  0.1095
H: -2.64362 1.69581 -1.09602  0.1345
H: 0.99214 -2.29929 0.89337  0.1219

Values from the calculation:
**Relative energy (zero: lowest compared OMol25 entry of this formula, charge and spin)**: 406.7 kJ/mol
**E**: -11857.786 eV
**Orbital gap**: 8.5 eV
**Multiplicity**: 1
**HOMO energy**: -8.075 eV

---

(6)
A cluster of 2 separate species, C4H5NO3 in total at a distorted geometry. Source: the OMol25 dataset; level of theory: wB97M-V/def2-TZVPD.

Each line ends with the Löwdin charge.
Element x y z (Å)
C: 2.40807 -0.66162 -0.12993  0.0102
C: 0.09511 0.63482 0.14559  -0.3186
C: -0.73638 1.71216 0.00362  -0.0803
C: -1.84266 -0.14065 -0.10170  -0.5268
H: 3.38910 -0.19510 -0.69821  0.1387
H: 1.64045 -1.25677 -0.91848  0.1216
H: 2.38697 -1.45276 0.74715  0.1043
H: -0.31854 2.79379 -0.16661  0.1516
H: -2.67344 -1.76081 1.26823  0.3459
N: -2.09788 1.25914 -0.11511  0.1254
O: 1.44400 0.55370 0.19156  -0.1301
O: -3.05367 -0.92553 -0.08775  -0.0676
O: -0.64111 -0.56037 -0.13836  0.1258

Values from the calculation:
**Relative energy (zero: lowest compared OMol25 entry of this formula, charge and spin)**: 779.8 kJ/mol
**E**: -11853.919 eV
**Orbital gap**: 6.4 eV
**Multiplicity**: 1
**HOMO energy**: -7.995 eV

---

(7)
A cluster of 2 separate species, C4H5NO3 in total at a distorted geometry. Source: the OMol25 dataset; level of theory: wB97M-V/def2-TZVPD.

Each line ends with the Löwdin charge.
Element x y z (Å)
C: 0.67911 1.98189 -0.78923  0.1918
C: 0.01362 1.05539 -0.35709  -0.0713
C: 0.84014 -1.65587 -0.64265  -0.0093
C: -0.68549 -0.11957 0.03439  -0.2391
N: -1.99329 0.07794 0.40162  -0.3386
O: -2.80813 -0.88857 0.40767  0.0659
O: -2.32396 1.21073 0.74347  0.0746
O: -0.33373 -1.39244 -0.13421  0.0090
H: 1.16031 2.84212 -1.21167  0.0556
H: 0.85789 -2.74753 -0.93919  0.1053
H: 1.45428 0.24910 2.06418  0.0720
H: 1.61317 -1.03578 -0.96475  0.0552
H: 1.52609 0.42258 1.38745  0.0288

Values from the calculation:
**Relative energy (zero: lowest compared OMol25 entry of this formula, charge and spin)**: 644.9 kJ/mol
**E**: -11851.551 eV
**Orbital gap (alpha / beta)**: 8.0 / 8.1 eV
**Multiplicity**: 3
**HOMO energy (alpha / beta)**: -7.874 / -10.674 eV

---

(8)
The molecule C4H5NO3S at a distorted geometry. Source: the OMol25 dataset; level of theory: wB97M-V/def2-TZVPD.

Each line ends with the Löwdin charge.
Element x y z (Å)
O: 3.33564 -1.00642 -0.65918  -0.2554
S: 2.20087 -0.61248 0.07241  0.7739
O: 2.15468 -0.81746 1.48579  -0.2783
C: 0.57481 -1.15823 -0.65106  -0.1868
C: -0.50551 -0.55127 0.15302  -0.1332
C: -0.29953 0.66814 0.72106  -0.1098
C: 0.76970 1.64811 0.52456  -0.0907
N: 1.90449 1.35885 -0.06689  -0.2823
O: 2.88822 2.01755 -0.42869  -0.0299
H: 0.68496 -2.17723 -0.77933  0.0817
H: 0.58023 -0.69088 -1.57519  0.0844
H: -1.41134 -1.14319 0.51006  0.1354
H: -1.19606 1.07646 1.30075  0.1312
H: 0.79166 2.74929 0.83561  0.1597

Values from the calculation:
**Relative energy (zero: lowest compared OMol25 entry of this formula, charge and spin)**: 402.0 kJ/mol
**E**: -22692.180 eV
**Orbital gap (alpha / beta)**: 8.5 / 8.5 eV
**Multiplicity**: 1
**HOMO energy (alpha / beta)**: -8.937 / -8.936 eV

---

(9)
The molecule C4H5NO3S at a distorted geometry. Source: the OMol25 dataset; level of theory: wB97M-V/def2-TZVPD.

Each line ends with the Löwdin charge.
Element x y z (Å)
C: -0.46583 0.31713 -1.12405  -0.2461
C: 0.65729 -0.57769 -1.02869  -0.0321
C: -0.68369 0.82703 0.21848  -0.6482
C: 1.20137 -0.47109 0.18717  -0.3412
N: 0.41895 0.38111 0.93712  0.1360
O: -1.08219 2.11405 0.36837  0.0114
O: 2.30191 -1.06703 0.74635  0.0911
O: -2.40711 -1.62447 0.26472  -0.6067
S: -2.26292 -0.31470 -0.37296  0.9679
H: -0.81828 0.84113 -1.91126  0.0747
H: 1.02352 -1.20115 -1.84581  0.1220
H: -0.72973 2.31351 1.33819  0.1764
H: 2.50017 -1.89745 0.27788  0.1293
H: 0.34655 0.35965 1.94448  0.1653

Values from the calculation:
**Relative energy (zero: lowest compared OMol25 entry of this formula, charge and spin)**: 244.6 kJ/mol
**E**: -22693.812 eV
**Orbital gap**: 8.0 eV
**Multiplicity**: 1
**HOMO energy**: -7.550 eV

---

(10)
The molecule C4H5NO3S at a distorted geometry. Source: the OMol25 dataset; level of theory: wB97M-V/def2-TZVPD.

Each line ends with the Löwdin charge.
Element x y z (Å)
C: -1.07206 0.42911 0.87362  -0.0522
C: 0.04063 -0.33664 0.90940  -0.1334
C: -1.35406 0.74022 -0.48808  -0.4934
C: 0.44480 -0.41150 -0.51671  -0.7068
N: -0.47409 0.25508 -1.33193  0.0965
O: -2.41138 1.37899 -0.86385  0.1223
O: 0.85456 -1.57200 -1.13094  0.0081
O: 2.00372 2.00394 0.41947  -0.4800
S: 2.08751 0.75914 -0.32151  0.9740
H: -1.73125 0.81262 1.69266  0.1311
H: 0.55392 -0.79022 1.85104  0.1398
H: -2.43802 1.39340 -1.85535  0.1508
H: 0.24633 -1.66764 -1.95196  0.1678
H: 2.73613 -0.22574 0.72332  0.0755

Values from the calculation:
**Relative energy (zero: lowest compared OMol25 entry of this formula, charge and spin)**: 101.8 kJ/mol
**E**: -22690.801 eV
**Orbital gap (alpha / beta)**: 5.9 / 6.1 eV
**Multiplicity**: 3
**HOMO energy (alpha / beta)**: -5.636 / -9.185 eV

---

(11)
The molecule C4H5NO4 at a distorted geometry. Source: the OMol25 dataset; level of theory: wB97M-V/def2-TZVPD.

Each line ends with the Löwdin charge.
Element x y z (Å)
O: -1.16476 2.16026 0.05201  0.1280
C: -0.54576 1.12504 0.06078  -0.3833
N: 0.79676 1.18364 0.13098  0.1403
C: 1.46055 -0.00723 -0.11586  -0.2754
O: 2.80769 -0.11794 -0.07849  0.1001
C: 0.37429 -1.04849 -0.17422  0.0867
C: -0.96729 -0.33156 0.00427  -0.4482
O: -1.89133 -0.58922 -1.00040  0.0823
O: -1.39931 -0.82373 1.35949  -0.0004
H: 1.25609 2.05700 0.28261  0.1633
H: 3.10277 0.71161 -0.50138  0.1270
H: 0.60680 -2.08153 -0.41754  0.0982
H: -2.08652 -1.48732 -1.13359  0.0859
H: -2.34998 -0.75054 1.53136  0.0957

Values from the calculation:
**Relative energy (zero: lowest compared OMol25 entry of this formula, charge and spin)**: 204.8 kJ/mol
**E**: -13907.290 eV
**Orbital gap**: 8.5 eV
**Multiplicity**: 1
**HOMO energy**: -8.219 eV

---

(12)
A structure of composition C4H5NO4S at a distorted geometry. Source: the OMol25 dataset; level of theory: wB97M-V/def2-TZVPD.

Each line ends with the Löwdin charge.
Element x y z (Å)
C: 1.41932 -0.20017 1.04585  -0.1063
C: 0.45852 0.87497 0.83476  -0.0184
C: 1.02967 -1.40258 0.63961  -0.0878
C: -0.65940 0.50132 0.21374  -0.2118
N: -1.79247 1.29365 -0.11839  -0.3872
O: -2.55551 0.82322 -0.92671  0.1165
O: -1.90821 2.36331 0.44106  0.1035
O: -1.59254 -1.94103 0.72062  -0.2636
O: -0.54159 -1.61091 -1.48564  -0.2968
S: -0.61770 -1.29667 -0.09844  0.6890
H: 2.37335 0.02605 1.49396  0.1175
H: 0.66996 1.88571 1.15385  0.1358
H: 0.82926 0.28564 -2.51560  0.0539
H: 1.56888 -2.32653 0.69515  0.1043
H: 1.31847 0.72401 -2.09383  0.0514

Values from the calculation:
**Relative energy (zero: lowest compared OMol25 entry of this formula, charge and spin)**: 377.7 kJ/mol
**E**: -24738.141 eV
**Orbital gap**: 8.9 eV
**Multiplicity**: 1
**HOMO energy**: -10.715 eV